(1)
Computed, not measured: a structure of composition C42H56AuBN6O3Si, with ωB97M-V with the def2-TZVPD basis set.

```
110
Properties=species:S:1:pos:R:3:forces:R:3
Au -0.11336 0.78396 0.30944 -0.22 -0.20 0.29
C -4.99786 -3.15944 -3.09197 -0.04 0.02 0.02
C -5.79663 -2.19889 -2.25041 0.02 -0.06 -0.01
C -7.18236 -2.27336 -2.18721 -0.01 -0.02 -0.02
C -7.92574 -1.39616 -1.40899 0.04 -0.01 -0.02
C -7.27409 -0.40281 -0.69591 0.02 0.00 0.00
C -5.89200 -0.29387 -0.75644 -0.01 0.07 -0.03
C -5.15042 -1.19973 -1.51163 0.11 -0.04 0.01
N -3.74156 -1.12432 -1.61114 -0.09 0.05 0.02
C -2.82815 -0.70520 -0.66645 0.00 0.10 0.04
N -3.27373 -0.74512 0.60843 0.21 0.05 0.09
C -2.71678 -0.24600 1.82033 -0.09 -0.04 -0.12
C -1.59481 0.56672 1.87594 0.26 0.08 -0.06
C -1.15722 1.00409 3.12609 -0.08 0.01 0.01
C -1.82541 0.65963 4.28816 -0.01 0.03 -0.01
C -2.94931 -0.15179 4.20779 0.00 -0.02 0.03
C -3.40791 -0.61973 2.98715 -0.06 -0.01 0.00
C -4.62104 -1.51443 2.92560 0.00 0.00 0.02
N -1.63166 -0.34556 -1.01418 0.11 -0.09 -0.26
C -1.34715 -0.26718 -2.41109 -0.10 -0.06 0.15
C -0.82288 -1.37396 -3.06896 0.00 -0.04 0.00
C -0.50846 -1.30808 -4.42038 0.02 0.04 0.00
C -0.71981 -0.12508 -5.11442 -0.01 -0.03 0.05
C -1.26022 0.97280 -4.45486 -0.01 0.02 0.05
C -1.58796 0.92595 -3.10319 0.02 0.10 0.01
C -2.17590 2.11779 -2.39436 0.00 -0.07 -0.01
H -5.64620 -3.91832 -3.52654 0.00 0.01 0.01
H -4.22999 -3.66259 -2.49912 -0.02 0.02 -0.01
H -4.48880 -2.65280 -3.91893 -0.02 0.00 0.03
H -7.68666 -3.04655 -2.75606 0.01 0.02 0.01
H -9.00405 -1.48352 -1.36966 0.03 0.00 0.00
H -7.83770 0.30512 -0.10107 0.02 -0.02 -0.02
H -5.39246 0.51420 -0.23600 0.01 -0.04 0.00
H -3.33357 -1.34976 -2.50420 -0.02 0.04 -0.04
H -4.15946 -1.20703 0.71225 -0.05 -0.02 0.03
H -0.26094 1.61479 3.18753 -0.04 0.00 -0.01
H -1.47218 1.01076 5.25116 -0.01 -0.02 -0.04
H -3.47705 -0.43868 5.11074 0.01 0.00 -0.03
H -4.96994 -1.74453 3.93104 0.00 0.01 -0.01
H -4.40187 -2.46602 2.43000 0.00 0.03 0.02
H -5.45678 -1.04693 2.39299 0.03 -0.01 0.00
H -0.64479 -2.27918 -2.49706 0.00 0.04 -0.03
H -0.08933 -2.17235 -4.92283 -0.03 0.03 0.02
H -0.46983 -0.05789 -6.16652 -0.01 0.01 0.03
H -1.43594 1.89507 -5.00038 0.01 -0.05 0.03
H -2.24206 2.97034 -3.07147 0.00 -0.02 0.00
H -1.57152 2.41360 -1.53106 -0.08 -0.05 -0.07
H -3.18288 1.90136 -2.02377 0.03 -0.01 -0.02
C 1.65387 3.58728 -4.48908 -0.05 -0.04 -0.03
C 1.22716 4.00260 -3.09856 0.02 -0.09 0.08
N 1.00177 2.81871 -2.29635 -0.14 0.16 0.11
C 1.70717 1.66546 -2.42910 0.09 -0.22 0.06
N 1.45445 0.67987 -1.60821 0.09 0.27 -0.17
C 2.23320 -0.53945 -1.75717 -0.11 0.06 0.04
C 3.64495 -0.24971 -2.22761 0.04 0.03 0.07
C 3.54794 0.47214 -3.55184 -0.06 0.09 0.00
N 2.62570 1.59597 -3.44845 -0.01 0.01 -0.04
C 2.87172 2.69858 -4.36715 -0.03 -0.11 0.07
H 1.88914 4.45945 -5.09843 -0.01 0.02 -0.02
H 0.84203 3.03346 -4.96929 0.04 0.03 0.01
H 0.29795 4.57187 -3.13009 -0.03 0.04 0.02
H 1.99096 4.65642 -2.65804 0.03 0.00 0.02
H 0.57368 2.95245 -1.36738 0.16 -0.13 -0.10
H 1.75365 -1.21614 -2.47571 -0.04 -0.01 -0.01
H 2.24793 -1.06958 -0.80194 -0.02 0.04 0.00
H 4.22387 -1.16745 -2.34087 0.00 -0.01 0.00
H 4.14584 0.38553 -1.49126 0.02 -0.03 -0.02
H 3.21379 -0.21849 -4.33453 -0.02 -0.01 -0.04
H 4.52079 0.86402 -3.85684 0.04 0.03 0.00
H 3.13294 2.26999 -5.33749 0.00 -0.02 -0.02
H 3.73429 3.28936 -4.03263 0.03 0.00 0.01
C 1.34175 4.48098 2.43358 0.15 -0.11 0.10
Si -0.06137 4.27429 1.21390 0.06 -0.09 0.06
C 0.02031 5.72188 0.02350 0.04 0.08 -0.19
C -1.66599 4.44167 2.16272 -0.17 -0.07 0.01
O 0.07091 2.91289 0.33645 0.06 0.14 -0.05
H 1.31816 5.48034 2.88004 0.01 -0.06 0.01
H 2.31185 4.34725 1.94281 -0.09 0.02 0.04
H 1.27914 3.74613 3.24440 0.02 0.08 -0.06
H -0.06871 6.66776 0.56973 -0.01 -0.07 -0.08
H -0.78826 5.67650 -0.71645 0.09 0.03 0.08
H 0.97582 5.73342 -0.51411 -0.10 0.02 0.04
H -1.77709 5.46251 2.54530 0.00 -0.07 -0.05
H -1.70483 3.76062 3.01485 -0.02 -0.01 -0.01
H -2.52802 4.21723 1.52448 0.06 0.05 0.05
C 5.16853 -4.14638 5.51436 0.00 -0.01 0.04
C 5.01465 -4.26870 3.99203 -0.01 0.03 -0.03
C 4.15987 -5.50033 3.68933 -0.02 -0.03 0.03
C 6.39716 -4.48452 3.35915 0.02 0.02 -0.04
C 4.38279 -2.98501 3.44336 -0.01 -0.03 -0.01
C 5.05746 -1.76911 3.59622 0.00 0.05 0.03
C 4.54533 -0.55862 3.13423 0.09 -0.01 0.05
C 3.32382 -0.60391 2.50592 -0.08 0.30 -0.07
O 2.59022 0.42504 1.94623 0.02 -0.18 0.03
B 1.44733 -0.18077 1.42599 0.04 0.09 -0.20
O 1.45576 -1.55391 1.68650 0.15 0.07 0.10
C 2.64342 -1.79005 2.35120 -0.23 -0.11 -0.10
C 3.13913 -2.99145 2.80313 0.03 -0.10 0.06
H 5.60920 -5.05949 5.92604 -0.02 0.05 -0.02
H 4.19659 -3.98944 5.98870 0.04 -0.01 -0.02
H 5.81399 -3.30760 5.78492 -0.04 -0.05 -0.01
H 4.66548 -6.39229 4.06640 -0.03 0.02 -0.01
H 4.00735 -5.63163 2.61487 0.02 0.00 0.05
H 3.18132 -5.44339 4.17380 0.05 0.00 -0.03
H 6.84314 -5.40927 3.73726 -0.02 0.05 -0.02
H 7.08124 -3.66459 3.58739 -0.04 -0.03 -0.01
H 6.31543 -4.56164 2.27170 0.01 0.00 0.05
H 6.01547 -1.75539 4.10220 -0.02 -0.01 -0.03
H 5.07943 0.37402 3.26484 -0.02 -0.04 -0.01
H 2.56385 -3.89668 2.66265 0.04 0.05 -0.01
```
Forces are in eV/Å.

E_LUMO (spin up / spin down) = 0.0215 / -0.0371 Ha
<S²> = 2.01
Spin multiplicity = 3
E_tot = -71795.933 eV
Kohn-Sham gap (spin up / spin down) = 6.44 / 6.90 eV

These are the Löwdin partial charges, in e, on atoms 1 to 99: Au 1.16; C -0.04; C -0.21; C -0.05; C -0.09; C -0.08; C -0.04; C -0.20; N 0.15; C -0.35; N 0.14; C -0.19; C -0.14; C -0.14; C -0.09; C -0.06; C -0.22; C -0.05; N 0.06; C -0.28; C -0.06; C -0.09; C -0.09; C -0.05; C -0.22; C -0.03; H 0.08; H 0.09; H 0.09; H 0.11; H 0.10; H 0.11; H 0.12; H 0.12; H 0.10; H 0.09; H 0.10; H 0.11; H 0.08; H 0.09; H 0.08; H 0.12; H 0.10; H 0.10; H 0.11; H 0.08; H 0.05; H 0.08; C -0.16; C -0.19; N 0.08; C -0.36; N 0.02; C -0.22; C -0.16; C -0.16; N -0.03; C -0.16; H 0.12; H 0.11; H 0.12; H 0.12; H 0.06; H 0.10; H 0.09; H 0.12; H 0.12; H 0.12; H 0.12; H 0.12; H 0.13; C -0.17; Si 0.24; C -0.17; C -0.17; O -0.47; H 0.03; H 0.03; H 0.02; H 0.03; H 0.03; H 0.02; H 0.03; H 0.01; H 0.03; C -0.05; C -0.56; C -0.07; C -0.05; C -0.17; C -0.04; C 0.02; C -0.20; O 0.15; B -0.54; O 0.14; C -0.19; C 0.07; H 0.08



(2)
Computed, not measured: a structure of composition C42H56IrN6P2S2Si2, with ωB97M-V with the def2-TZVPD basis set.

```
111
Properties=species:S:1:pos:R:3:forces:R:3
Ir 0.08241 -0.04534 -0.49131 0.34 -0.52 0.08
C -0.35588 4.15758 -0.09451 0.04 0.13 -0.20
Si -0.61904 3.20311 1.50210 0.03 -0.11 -0.18
C -2.41368 3.19776 1.98178 -0.27 0.07 -0.01
C 0.33275 4.12701 2.81334 0.11 0.03 0.21
N -0.10935 1.57143 1.25468 0.19 0.13 0.27
P 0.71539 0.57416 2.17774 0.26 0.02 -0.19
C 0.43779 -0.94034 1.31790 -0.23 0.14 0.05
P -1.00133 -1.91233 1.11914 0.04 -0.30 -0.32
N -1.81202 -0.95527 0.10506 0.00 -0.04 -0.10
Si -3.22704 -1.37049 -0.83994 0.13 0.09 0.06
C -3.94897 -3.01347 -0.33994 -0.08 -0.20 0.09
C -2.84148 -1.53248 -2.65309 0.06 -0.01 -0.21
C -4.54475 -0.07741 -0.59590 -0.13 0.18 0.04
C -0.51859 -3.50802 0.36012 -0.03 -0.04 0.01
C 0.35859 -3.51096 -0.73020 0.04 0.04 0.09
C 0.63927 -4.68213 -1.41485 -0.01 -0.01 0.02
C 0.05224 -5.88012 -1.02649 0.02 0.04 -0.02
C -0.82037 -5.89337 0.04816 -0.01 0.04 0.05
C -1.10457 -4.71837 0.73380 -0.05 0.05 -0.04
C -1.96047 -2.35837 2.57801 0.00 0.08 0.15
C -3.16638 -1.70111 2.81228 -0.02 -0.08 0.00
C -3.87862 -1.94299 3.97977 0.04 0.01 -0.02
C -3.37731 -2.82705 4.92508 -0.01 0.01 0.01
C -2.15943 -3.46267 4.71250 0.02 0.01 -0.03
C -1.45049 -3.22679 3.54482 0.01 0.03 0.00
C 2.50646 0.86810 2.10539 0.06 -0.01 0.04
C 2.99631 1.88968 1.30215 0.02 0.06 0.13
C 4.35982 2.15342 1.25987 0.01 -0.01 0.00
C 5.24001 1.38625 2.00946 -0.02 0.01 -0.01
C 4.75838 0.35678 2.81102 -0.05 0.02 -0.02
C 3.39646 0.10632 2.86423 -0.03 -0.10 -0.12
C 0.39922 0.67983 3.96136 -0.04 -0.09 0.15
C -0.66490 0.00698 4.56184 -0.03 0.13 -0.04
C -0.92275 0.15102 5.91847 0.04 0.02 -0.05
C -0.11948 0.97581 6.69186 0.01 0.01 0.01
C 0.94159 1.65449 6.10702 -0.02 0.00 0.02
C 1.20270 1.50514 4.75471 -0.02 -0.06 -0.02
H 0.26144 5.04026 0.10073 -0.05 -0.06 -0.04
H -1.29560 4.50966 -0.53212 0.09 -0.03 0.00
H 0.16064 3.54875 -0.84277 -0.04 0.02 0.02
H -2.80787 4.21302 2.09613 0.00 -0.08 0.00
H -2.53447 2.67689 2.93670 -0.03 0.01 -0.04
H -3.02382 2.67468 1.23691 0.00 0.03 0.08
H 0.17603 5.20170 2.67221 0.00 -0.07 0.02
H 1.40921 3.93894 2.74777 -0.05 0.05 0.03
H -0.00410 3.87420 3.82104 0.07 -0.01 -0.01
H -3.31826 -3.84445 -0.66528 -0.04 0.02 0.01
H -4.91486 -3.11155 -0.84728 0.05 -0.03 0.03
H -4.12962 -3.11873 0.73135 -0.01 -0.02 -0.04
H -1.99438 -2.21219 -2.79779 -0.04 0.06 -0.04
H -2.61320 -0.58003 -3.13275 -0.02 -0.06 -0.01
H -3.70768 -1.95979 -3.17106 0.08 0.01 0.06
H -4.86787 -0.03925 0.44877 -0.01 0.04 -0.06
H -5.42453 -0.31140 -1.20571 0.08 0.01 0.05
H -4.20318 0.92189 -0.87663 -0.03 -0.04 0.03
H 0.83425 -2.58984 -1.04422 0.00 0.06 0.03
H 1.32006 -4.66040 -2.25721 -0.01 0.00 0.01
H 0.27042 -6.79541 -1.56232 0.00 0.02 0.01
H -1.29259 -6.81809 0.35422 0.00 0.02 0.01
H -1.81775 -4.75697 1.54430 -0.01 0.03 0.04
H -3.52697 -0.98068 2.08868 -0.01 -0.02 0.01
H -4.81657 -1.43252 4.15687 0.01 -0.01 -0.01
H -3.93165 -3.01542 5.83643 0.02 0.01 -0.03
H -1.76178 -4.13794 5.45963 0.00 0.02 -0.02
H -0.48731 -3.70163 3.39697 -0.02 -0.03 -0.03
H 2.29879 2.47966 0.71895 0.02 -0.01 -0.02
H 4.73506 2.95888 0.64042 -0.01 -0.01 0.01
H 6.30262 1.59379 1.97830 -0.03 0.00 -0.01
H 5.44258 -0.23900 3.40205 -0.02 0.01 -0.02
H 3.02320 -0.68682 3.50255 -0.02 0.00 0.00
H -1.30880 -0.62422 3.97115 0.03 0.06 0.04
H -1.75225 -0.38290 6.36519 0.02 0.01 -0.01
H -0.31726 1.09142 7.75036 0.00 -0.01 -0.03
H 1.57091 2.30063 6.70649 -0.02 -0.02 -0.02
H 2.03886 2.03331 4.31825 0.01 0.02 -0.01
C 5.39357 -2.13167 -2.43615 0.02 -0.01 0.07
C 3.96730 -2.14548 -2.95708 -0.02 0.15 -0.03
N 3.53744 -0.82090 -3.42136 0.07 -0.15 0.08
C 2.85711 0.07068 -2.69666 0.00 0.35 -0.04
S 2.44472 -0.22692 -1.06161 -0.36 -0.13 0.03
N 2.55262 1.24318 -3.27088 0.00 -0.03 0.07
C 2.83292 1.63488 -4.64638 -0.03 0.01 0.06
C 4.24715 2.16670 -4.84848 0.02 -0.01 0.03
H 5.68157 -3.13153 -2.10851 -0.01 0.03 -0.01
H 5.47798 -1.45431 -1.58478 0.00 -0.02 -0.02
H 6.09967 -1.81526 -3.20667 -0.03 0.00 0.01
H 3.27684 -2.45332 -2.17633 -0.03 0.00 0.00
H 3.85795 -2.83107 -3.79685 0.02 -0.01 -0.04
H 3.96986 -0.49225 -4.27045 -0.03 -0.03 -0.05
H 2.09953 1.90156 -2.65749 -0.03 0.01 0.00
H 2.10270 2.40051 -4.90599 -0.01 0.00 -0.02
H 2.63038 0.78564 -5.30470 0.00 -0.03 0.01
H 4.39461 3.08908 -4.28644 0.00 -0.03 0.00
H 4.42763 2.37594 -5.90298 -0.01 0.00 0.01
H 5.00001 1.45187 -4.50929 -0.01 0.03 -0.03
N -2.42249 2.90701 -6.55797 0.06 -0.04 0.06
C -2.79024 3.03141 -5.24148 -0.16 0.08 0.01
S -4.15885 4.05241 -4.91909 0.13 -0.07 -0.03
C -2.13170 2.33695 -4.21083 -0.03 0.01 -0.09
C -1.09988 1.39945 -4.46889 0.10 -0.13 0.05
C -0.47338 0.76772 -3.42297 -0.10 -0.02 -0.17
N -0.77052 0.98946 -2.13094 0.08 0.06 -0.03
C -1.77788 1.84602 -1.87486 -0.10 0.08 0.03
C -2.46804 2.51597 -2.84816 -0.02 0.01 0.12
H -2.85181 3.50842 -7.24138 -0.07 -0.02 0.01
H -1.45685 2.69175 -6.74750 0.03 0.06 -0.01
H -0.83401 1.10627 -5.47632 0.00 0.03 0.03
H 0.27433 0.00988 -3.60796 0.03 0.00 -0.02
H -2.01893 1.96857 -0.82716 -0.02 0.03 -0.02
H -3.26548 3.18713 -2.55012 0.06 0.00 -0.01
```
Forces are in eV/Å.

Charge = +1
E_LUMO (spin up / spin down) = -0.0668 / -0.1867 Ha
<S²> = 6.03
Spin multiplicity = 5
E_tot = -112242.956 eV
ΔE to the lowest compared entry with this formula, charge and spin = 0.0537 eV
Kohn-Sham gap (spin up / spin down) = 7.16 / 4.36 eV

These are the Löwdin partial charges, in e, on atoms 1 to 99: Ir 0.89; C -0.17; Si 0.31; C -0.17; C -0.17; N -0.31; P 0.69; C -0.46; P 0.71; N -0.35; Si 0.33; C -0.16; C -0.16; C -0.16; C -0.27; C -0.10; C -0.07; C -0.07; C -0.07; C -0.09; C -0.33; C -0.10; C -0.06; C -0.07; C -0.06; C -0.10; C -0.35; C -0.15; C -0.08; C -0.07; C -0.07; C -0.08; C -0.27; C -0.06; C -0.06; C -0.07; C -0.07; C -0.10; H 0.03; H 0.03; H 0.01; H 0.04; H 0.03; H 0.01; H 0.04; H 0.02; H 0.03; H 0.03; H 0.04; H 0.02; H 0.04; H 0.00; H 0.04; H 0.03; H 0.04; H 0.01; H 0.03; H 0.10; H 0.11; H 0.11; H 0.10; H 0.09; H 0.11; H 0.11; H 0.11; H 0.12; H 0.09; H 0.11; H 0.11; H 0.11; H 0.12; H 0.06; H 0.10; H 0.11; H 0.11; H 0.10; C -0.07; C -0.25; N 0.02; C -0.74; S 0.71; N -0.01; C -0.24; C -0.07; H 0.08; H 0.07; H 0.08; H 0.07; H 0.12; H 0.12; H 0.12; H 0.12; H 0.12; H 0.08; H 0.08; H 0.07; N 0.08; C -0.72; S 0.85